1.
Molecular formula: C18H25NO3
Method: DFT, wB97M-V/def2-TZVPD

```
47
Properties=species:S:1:pos:R:3:forces:R:3
C 0.7621 -1.7597 -8.5778 -0.05 -0.18 0.17
C 0.8695 -2.3174 -7.1636 0.08 0.31 -0.07
C 1.6124 -1.3577 -6.2362 0.05 -0.37 0.10
C 1.8461 -1.9222 -4.8347 -0.27 0.25 -0.12
C 0.5635 -2.0773 -4.0203 0.43 -0.15 0.14
C 0.8520 -2.5691 -2.6045 -0.41 0.12 -0.12
C -0.4264 -2.7492 -1.7894 0.45 -0.02 0.34
C -0.1226 -3.2223 -0.3658 -0.41 -0.21 -0.35
O 0.6478 -2.2945 0.3707 0.20 0.20 0.14
C 0.0599 -1.1939 0.9039 -0.02 0.24 0.16
C 0.9213 -0.3213 1.5746 0.01 -0.17 -0.09
C 0.4400 0.8179 2.1798 -0.12 -0.08 -0.13
C -0.9155 1.1305 2.1268 -0.21 0.01 -0.11
C -1.7688 0.2620 1.4667 0.16 0.19 0.13
C -1.2959 -0.8867 0.8557 0.10 -0.36 -0.17
H -1.9993 -1.5324 0.3546 -0.02 -0.08 -0.07
H -2.8262 0.4787 1.4243 -0.11 0.04 0.01
C -1.4509 2.3663 2.8141 -0.06 -0.21 -0.17
C -1.3401 2.1247 4.3153 -0.17 0.14 -0.04
O -1.9561 1.3471 4.9879 -0.15 -0.16 0.08
N -0.3453 2.9575 4.7810 0.18 0.00 0.51
C 0.1706 3.8342 3.8499 -0.09 0.03 -0.15
O 1.0569 4.6142 4.0609 0.21 0.19 0.00
C -0.6098 3.6205 2.5698 -0.04 0.09 -0.16
H 0.0661 3.5246 1.7207 0.01 0.04 0.07
H -1.2313 4.5016 2.4002 0.05 0.02 0.04
H -0.0277 2.9369 5.7409 -0.03 0.01 -0.09
H -2.4997 2.4993 2.5426 0.07 -0.01 0.11
H 1.1290 1.4682 2.6995 0.12 0.06 0.05
H 1.9700 -0.5697 1.6137 0.13 -0.04 0.00
H -1.0478 -3.4681 0.1698 0.12 0.00 0.02
H 0.5007 -4.1204 -0.4042 -0.13 0.06 0.02
H -1.0722 -3.4893 -2.2664 -0.09 -0.01 -0.01
H -0.9653 -1.8002 -1.7535 -0.11 -0.02 -0.03
H 1.3833 -3.5224 -2.6546 0.09 -0.04 0.03
H 1.5008 -1.8555 -2.0925 0.08 -0.03 0.00
H -0.1030 -2.7877 -4.5125 -0.11 0.02 -0.04
H 0.0486 -1.1147 -3.9725 -0.09 0.04 -0.03
H 2.3411 -2.8928 -4.9160 0.09 -0.04 0.03
H 2.5214 -1.2530 -4.2957 0.07 -0.05 0.06
H 1.0522 -0.4227 -6.1604 0.02 0.11 -0.03
H 2.5821 -1.1246 -6.6834 0.00 0.09 -0.06
H -0.1341 -2.5026 -6.7774 -0.02 -0.10 0.04
H 1.3988 -3.2728 -7.1904 -0.03 -0.08 0.06
H 0.2281 -0.8118 -8.5740 -0.05 0.11 -0.06
H 1.7512 -1.5922 -8.9988 0.09 0.04 -0.09
H 0.2272 -2.4521 -9.2240 -0.04 0.00 -0.14
```
Forces are in eV/Å.

Properties
relative energy (zero: lowest compared OMol25 entry of this formula, charge and spin) = 19.1 kcal per mole
max |F| = 0.6 eV Å⁻¹
Kohn-Sham gap = 9.32 eV

natural (NBO) population analysis, charges in e, atoms 1 to 5: -0.599 -0.394 -0.388 -0.385 -0.392

2.
Molecular formula: C2HClO
Method: DFT, wB97M-V/def2-TZVPD

```
5
Properties=species:S:1:pos:R:3:forces:R:3
C 0.9031 -0.7234 -0.1183 -0.56 -0.55 0.09
C -2.2534 0.1217 0.6241 0.25 0.44 -0.16
O -1.6973 1.0384 0.2680 -0.28 -0.42 0.16
Cl 2.0934 0.2875 0.4522 0.25 0.21 -0.21
H 0.9541 -0.7242 -1.2260 0.34 0.31 0.11
```
Forces are in eV/Å.

Properties
relative energy (zero: lowest compared OMol25 entry of this formula, charge and spin) = 61.4 kcal per mole
max |F| = 0.8 eV Å⁻¹
Kohn-Sham gap = 8.26 eV

Computed natural (NBO) charges, given in elementary charges: -0.188 0.518 -0.515 0.078 0.107

3.
Molecular formula: C24H56N8O12SZn
Method: DFT, wB97M-V/def2-TZVPD

```
102
Properties=species:S:1:pos:R:3:forces:R:3
Zn -1.7073 -1.5781 0.3933 -1.26 0.73 0.16
S 0.2447 0.1714 0.8470 -0.04 0.06 -0.10
O -0.2576 -0.5533 -0.3651 1.62 0.40 -2.88
O -0.6330 -0.6181 1.7673 0.29 0.24 3.14
O 1.6945 0.0740 1.0737 -1.45 -0.80 -0.58
O -0.1482 1.5879 0.8207 -0.20 -0.09 -0.18
C 0.3454 5.2842 -0.2117 0.45 -0.09 1.37
C 1.6415 4.6314 -0.6153 0.35 0.54 -1.80
O 2.3812 5.1676 -1.4477 -0.22 0.11 0.79
N 1.8841 3.4084 -0.1383 0.67 -0.54 0.82
C 3.1208 2.7038 -0.4666 -0.40 -0.85 0.65
H 0.3234 5.3447 0.8822 -0.07 -0.10 0.03
H -0.4722 4.6296 -0.4826 -0.45 0.19 -0.36
H 0.2951 6.3128 -0.5520 -0.20 -0.23 -0.53
H 1.1761 2.8384 0.3348 0.17 0.51 -0.03
H 3.6637 2.3224 0.4031 -0.40 0.37 0.48
H 3.8450 3.3283 -0.9754 -0.47 -0.03 -0.66
H 2.7796 1.7769 -0.9345 0.63 0.13 -0.80
C -5.2436 0.9737 1.1572 0.82 0.31 0.62
C -3.8091 0.9318 0.7241 1.14 -0.17 -0.85
O -3.3400 -0.0139 0.0633 -0.55 -0.72 0.47
N -3.0055 1.9648 0.9499 -0.61 0.56 -0.52
C -3.3411 3.2025 1.5957 0.36 -0.15 1.56
H -5.6722 -0.0073 0.9856 -0.36 0.26 -0.33
H -5.6706 1.8368 0.6454 -0.59 -0.41 -0.16
H -5.2926 1.1982 2.2251 -0.08 -0.01 0.03
H -2.1180 1.9287 0.4626 0.32 -0.39 0.41
H -4.4102 3.4058 1.6287 0.06 0.11 -0.38
H -2.7632 4.0418 1.2129 -0.24 -0.07 -0.38
H -3.0177 3.1025 2.6416 -0.15 0.30 0.03
C -4.5982 -3.8624 2.7839 0.27 0.31 0.69
C -3.7059 -2.6455 2.7456 -0.19 0.35 0.08
O -2.8767 -2.4860 1.8514 0.27 -0.40 -0.61
N -3.8353 -1.7683 3.7360 -0.30 0.52 1.66
C -3.0106 -0.5899 3.9615 0.86 0.75 -1.43
H -5.5430 -3.7054 3.3041 -0.13 0.33 -0.33
H -4.0881 -4.5622 3.4505 0.16 -0.40 -0.52
H -4.7347 -4.2141 1.7679 0.00 -0.32 0.16
H -4.5171 -1.9323 4.4587 -0.14 -0.34 -0.23
H -2.0077 -0.7637 3.5674 -0.08 -0.03 -0.05
H -2.8815 -0.1824 4.9621 -0.54 -0.91 0.41
H -3.4111 0.2487 3.3872 0.02 -0.01 -0.14
C 4.1512 -2.4808 -0.1600 -0.83 -1.74 -0.46
C 5.0258 -3.1027 0.9144 0.43 1.86 0.58
O 4.8897 -2.7007 2.0577 0.16 -0.64 0.27
N 6.0510 -3.9112 0.5360 -0.66 0.07 -0.90
C 7.0806 -4.3712 1.4325 0.17 -0.43 0.09
H 3.2000 -2.1825 0.2751 0.29 0.46 0.31
H 3.8414 -3.2613 -0.8673 0.30 0.09 -0.27
H 4.5987 -1.6756 -0.7314 0.32 0.08 0.37
H 6.0540 -4.1457 -0.4415 0.32 -0.18 0.07
H 7.5753 -3.5346 1.9235 -0.25 -0.03 0.27
H 7.8604 -4.9208 0.9056 -0.17 0.12 -0.38
H 6.6659 -5.0877 2.1425 0.04 0.31 0.33
C -2.2345 -2.9448 -3.4822 0.02 -0.68 0.17
C -3.0753 -2.7968 -2.2341 1.53 1.57 -0.75
O -2.5734 -2.2128 -1.2616 -0.33 -0.92 0.18
N -4.3444 -3.1479 -2.2891 -0.92 -0.12 0.38
C -5.2169 -3.0310 -1.1134 0.53 -1.26 -0.30
H -2.8220 -2.8896 -4.3962 -0.02 -0.08 0.03
H -1.7288 -3.9122 -3.4156 -0.07 -0.08 -0.21
H -1.4382 -2.2065 -3.5157 -0.22 0.21 0.18
H -4.6082 -3.8079 -3.0028 -0.08 0.27 -0.18
H -4.9822 -2.1321 -0.5525 0.01 0.04 -0.07
H -4.9940 -3.9398 -0.5467 -0.22 0.32 0.62
H -6.2613 -3.1093 -1.4031 0.03 0.37 -0.17
C 4.7887 -1.1049 -4.9260 0.54 1.07 -0.32
C 3.3867 -1.2327 -4.3847 0.77 -1.10 -0.31
O 2.4756 -1.4344 -5.1716 -0.40 0.17 0.60
N 3.2978 -1.2386 -3.0346 -0.69 -0.11 -0.36
C 2.0212 -1.4927 -2.3759 0.67 0.94 0.69
H 5.4144 -1.9965 -4.9556 -0.58 -0.41 0.02
H 5.4099 -0.3878 -4.3808 -0.23 0.19 0.03
H 4.6308 -0.7335 -5.9374 0.40 -0.07 -0.05
H 4.1271 -0.9813 -2.5364 -0.08 -0.01 0.22
H 1.2654 -1.0835 -3.0374 -0.29 -0.62 0.02
H 1.9538 -0.9338 -1.4420 0.14 0.22 -0.13
H 1.9158 -2.5276 -2.0507 -0.30 -0.20 -0.63
C -0.5430 0.9697 -3.0389 0.11 0.95 0.54
C -1.9421 1.5650 -3.0339 0.40 -1.34 0.20
O -2.7913 1.1061 -3.7759 -0.36 0.48 -0.25
N -2.2180 2.5098 -2.0941 -0.36 0.37 -0.08
C -3.3913 3.3335 -2.1435 -0.88 0.93 -0.40
H -0.5799 -0.0546 -2.6795 -0.13 0.03 -0.10
H 0.1068 1.5263 -2.3578 0.08 -0.14 0.03
H -0.0973 1.0296 -4.0296 -0.23 -0.12 -0.13
H -1.5400 2.8048 -1.4180 0.59 -0.24 -0.25
H -4.2057 3.1165 -1.4444 0.33 -0.39 0.31
H -3.8904 3.3342 -3.1131 0.40 -0.44 -0.18
H -3.1136 4.3806 -1.9956 0.09 -0.05 0.21
C 1.1737 3.1009 3.5599 0.10 -2.25 -0.74
C 2.5551 2.5252 3.7343 2.00 0.88 1.04
O 3.3114 3.0619 4.5492 -0.07 -0.21 0.07
N 3.0254 1.5214 2.9544 -1.42 -0.48 -0.81
C 4.3508 0.9588 3.0743 0.05 0.62 0.40
H 0.6988 3.3348 4.5056 0.37 0.44 0.08
H 0.6443 2.2315 3.1526 -0.69 0.67 -0.47
H 1.2732 3.9159 2.8477 -0.43 0.10 0.07
H 2.4330 0.9767 2.3016 0.13 0.88 0.70
H 5.1063 1.7446 3.0032 0.01 -0.03 0.09
H 4.4945 0.2573 2.2554 -0.04 -0.16 0.15
H 4.4538 0.4679 4.0440 0.24 -0.14 -0.12
```
Forces are in eV/Å.

Properties
relative energy (zero: lowest compared OMol25 entry of this formula, charge and spin) = 75.6 kcal per mole
max |F| = 3.3 eV Å⁻¹
Kohn-Sham gap = 7.68 eV

Mulliken population analysis, charges in e, atoms 1 to 5: 1.639 0.668 -0.428 -0.783 -1.014

4.
Molecular formula: C18H44N5O8Zr
Method: DFT, wB97M-V/def2-TZVPD

```
76
Properties=species:S:1:pos:R:3:forces:R:3
Zr -0.1952 0.0586 0.0818 -2.64 -0.50 -0.78
C -2.9711 -0.3426 -2.1370 -0.14 -0.11 -0.21
O -1.8537 -0.3113 -1.3903 4.25 0.64 2.81
H -2.8671 -1.0417 -2.9669 -0.25 -0.74 -0.10
H -3.7674 -0.6369 -1.4533 -0.93 0.15 -0.58
H -3.1441 0.5809 -2.6895 -0.53 0.62 0.36
C 0.5036 -3.1308 1.5820 0.08 0.22 -0.63
O 0.0042 -1.9875 0.9521 -0.40 1.64 -0.60
H 1.3706 -2.9095 2.2045 0.26 0.01 0.16
H -0.1588 -3.7543 2.1825 -0.94 0.77 0.66
H 0.7610 -3.9357 0.8934 0.69 0.20 -0.81
C -0.7432 3.5344 0.2372 -0.62 0.09 -0.60
O -0.6888 2.2078 0.4613 0.68 -4.99 0.25
H 0.2769 3.9185 0.2302 -0.06 0.85 -0.09
H -1.2945 3.7209 -0.6844 0.43 0.43 -0.78
H -1.4171 4.0219 0.9417 0.38 0.42 0.74
C -3.9618 0.8941 2.5639 -0.90 1.31 0.17
C -3.3539 -0.2216 1.8488 -0.57 -1.94 -1.64
O -2.1967 -0.1879 1.4526 0.95 -0.11 0.05
N -4.2055 -1.2417 1.5333 -0.25 -1.14 -0.49
C -3.9677 -2.5432 0.8308 0.41 0.33 0.03
H -5.0181 0.9925 2.3139 -0.06 -0.08 -0.09
H -3.4625 1.7718 2.1536 0.07 0.21 0.61
H -3.9485 0.8176 3.6512 0.52 0.06 -0.05
H -5.1847 -1.1438 1.7604 0.31 0.37 0.30
H -4.8116 -2.8699 0.2232 -0.38 0.71 0.08
H -3.8481 -3.3715 1.5291 0.40 0.24 0.27
H -3.1318 -2.5105 0.1320 0.25 0.32 0.39
C 3.6886 -0.9317 1.3516 0.92 -0.57 0.77
C 3.2007 0.2652 0.6471 -1.91 1.70 0.20
O 2.0547 0.3264 0.1350 1.24 -0.12 0.44
N 3.9726 1.3865 0.6689 -0.32 -1.64 0.81
C 3.6594 2.6163 0.0588 -0.69 1.51 -1.69
H 3.5885 -0.8519 2.4341 -0.39 0.51 0.12
H 4.7718 -0.9820 1.2403 0.02 -0.49 -0.33
H 3.1641 -1.8612 1.1304 0.11 0.27 -0.51
H 4.8054 1.4484 1.2370 -0.04 -0.73 -0.08
H 3.3945 3.4496 0.7097 0.51 -0.16 0.52
H 2.7926 2.6013 -0.6019 -0.07 -0.76 0.08
H 4.5036 2.8569 -0.5874 0.03 0.55 0.13
C 2.5016 1.3984 -3.4801 -0.50 0.84 1.44
C 1.0600 1.5929 -2.9954 1.65 -1.86 0.77
O 0.6691 1.1620 -1.9072 -0.20 0.79 -0.11
N 0.3117 2.1285 -3.9131 -0.61 0.07 -2.63
C -1.0255 2.5170 -3.7659 -1.47 1.90 2.40
H 2.7546 2.2305 -4.1372 0.12 -0.59 -0.59
H 2.5885 0.3760 -3.8478 0.30 0.29 -0.28
H 3.1319 1.5638 -2.6064 0.14 -0.49 0.00
H 0.7052 2.4161 -4.7976 0.50 -0.26 0.34
H -1.8830 2.1226 -4.3111 0.74 -0.49 -0.54
H -0.9782 3.6037 -3.8366 -0.71 0.20 -0.46
H -1.2395 2.3900 -2.7047 -0.35 -0.33 0.07
C 0.6527 2.3751 3.6673 1.04 0.04 1.37
C 0.2848 0.9228 3.4425 -1.70 3.83 1.74
O 0.4780 0.4882 2.3524 0.71 -2.56 -3.24
N -0.3818 0.3493 4.4261 -0.62 -2.58 0.80
C -0.8862 -1.0700 4.4113 0.08 1.38 -0.37
H 0.5525 2.6932 4.7051 -0.09 -0.18 0.19
H 0.1592 3.1586 3.0923 -0.04 -0.70 -0.59
H 1.7283 2.3454 3.4933 0.11 0.62 -0.31
H -0.5180 0.7816 5.3286 0.40 0.42 -0.48
H -1.3520 -1.2867 3.4499 0.06 0.11 0.04
H -1.6348 -1.0385 5.2030 0.09 -0.69 -0.05
H -0.0937 -1.8029 4.5622 -0.04 0.15 0.30
C 2.8773 -2.4928 -2.1031 -1.89 -0.30 -0.37
C 1.3166 -2.2138 -2.3124 1.17 -0.82 0.70
O 0.7418 -1.3825 -1.6270 -0.15 -0.13 -0.25
N 0.6492 -3.0983 -3.1224 -0.44 0.66 0.01
C -0.8237 -2.9664 -3.3621 1.32 0.96 0.64
H 2.9343 -3.5812 -2.1156 0.45 0.02 -0.19
H 3.1939 -2.1690 -1.1116 -0.27 0.25 -0.23
H 3.5040 -2.0493 -2.8768 -0.09 -0.06 0.01
H 1.1567 -3.5258 -3.8839 0.23 -0.08 0.34
H -1.2802 -2.6694 -2.4179 -0.06 -0.44 0.09
H -1.2143 -3.8934 -3.7818 0.04 0.28 0.06
H -0.9624 -2.0781 -3.9784 -0.33 -0.29 -0.48
```
Forces are in eV/Å.

Properties
relative energy (zero: lowest compared OMol25 entry of this formula, charge and spin) = 74.1 kcal per mole
max |F| = 5.1 eV Å⁻¹
Kohn-Sham gap = 8.54 eV
total charge = +1

Mulliken population analysis, charges in e, atoms 1 to 5: 1.656 -1.124 -0.165 0.303 0.306